Entry 1:
12
Properties=species:S:1:pos:R:3:mulliken_charge:R:1 method="wB97M-V/def2-TZVPD" relative_energy_kj_mol=340.7 spin_multiplicity=1 total_energy_ha=-360.53965
O 0.98 -1.54 0.13 -0.452
C 0.87 -0.42 -0.78 0.064
C 0.62 0.73 0.22 -0.352
C -0.77 1.22 0.28 -0.220
N -0.39 0.03 1.04 -0.477
C -0.41 -1.21 0.24 0.189
O -0.45 -0.84 -1.14 -0.495
H 1.60 -0.37 -1.58 0.485
H 1.45 1.20 0.73 0.322
H -1.40 1.10 -0.60 0.215
H -1.00 2.08 0.90 0.253
H -1.09 -1.99 0.57 0.468

Entry 2:
16
Properties=species:S:1:pos:R:3:mulliken_charge:R:1 method="wB97M-V/def2-TZVPD" relative_energy_kj_mol=17.4 spin_multiplicity=1 total_energy_ha=-288.38501 total_charge=-1 smiles=CC(C)NC[O-]
C 1.61 0.10 0.50 -1.348
C 0.17 0.60 0.46 0.343
C -0.14 1.17 -0.91 -1.287
N -0.73 -0.44 0.94 -0.442
C -1.09 -1.47 -0.08 -0.381
O -1.93 -1.06 -1.03 -0.855
H 1.70 -0.84 -0.04 0.307
H 2.28 0.85 0.08 0.345
H 1.91 -0.07 1.54 0.329
H 0.11 1.41 1.20 0.200
H 0.02 0.43 -1.70 0.293
H -1.20 1.42 -1.01 0.341
H 0.48 2.04 -1.12 0.426
H -1.62 0.01 1.11 0.277
H -0.10 -1.83 -0.48 0.130
H -1.49 -2.31 0.54 0.323

Entry 3:
89
Properties=species:S:1:pos:R:3:mulliken_charge:R:1 method="wB97M-V/def2-TZVPD" spin_multiplicity=1 total_energy_ha=-2276.50760 smiles="C[C@@H](O)CNCCO[C@@H]1COC(=O)O1.CCOC(=O)OC.CCOC(=O)OC.CCOC(=O)OC.CCOC(=O)OC"
C 3.08 -2.72 1.59 -1.430
C 2.59 -2.15 0.26 0.656
O 3.59 -1.32 -0.34 -0.590
C 2.17 -3.20 -0.73 -0.921
N 1.15 -4.13 -0.20 -0.396
C -0.09 -3.39 0.10 -0.257
C -1.33 -4.17 -0.29 -0.902
O -2.54 -3.70 0.31 -0.384
C -2.75 -2.37 0.18 0.143
C -2.48 -1.48 1.39 -0.272
O -3.32 -0.35 1.12 -0.352
C -3.95 -0.63 -0.05 0.668
O -4.23 0.10 -0.86 -0.354
O -4.12 -1.99 -0.05 -0.464
H 2.82 -2.01 2.36 0.281
H 4.15 -2.85 1.58 0.431
H 2.63 -3.69 1.76 0.357
H 1.77 -1.48 0.51 0.238
H 3.22 -0.44 -0.42 0.362
H 3.04 -3.82 -0.96 0.346
H 1.85 -2.77 -1.68 0.348
H 0.92 -4.71 -1.01 0.324
H -0.16 -3.10 1.14 0.262
H -0.09 -2.47 -0.49 0.412
H -1.20 -5.17 0.12 0.403
H -1.45 -4.30 -1.36 0.367
H -2.27 -1.98 -0.73 0.336
H -1.43 -1.21 1.41 0.154
H -2.78 -1.91 2.33 0.246
C 1.60 -5.11 -6.90 -1.075
C 3.06 -5.50 -6.82 -0.164
O 3.90 -4.35 -6.68 -0.375
C 3.99 -3.84 -5.44 0.782
O 3.45 -4.28 -4.46 -0.558
O 4.78 -2.77 -5.49 -0.346
C 4.92 -2.09 -4.24 -0.644
H 1.45 -4.38 -7.69 0.294
H 0.99 -5.99 -7.10 0.356
H 1.26 -4.66 -5.97 0.286
H 3.37 -5.99 -7.74 0.304
H 3.25 -6.20 -6.00 0.292
H 5.23 -2.77 -3.45 0.296
H 3.98 -1.61 -3.96 0.282
H 5.68 -1.33 -4.37 0.268
C -4.28 3.16 -0.14 -1.138
C -3.72 4.42 -0.77 -0.115
O -4.75 5.17 -1.43 -0.372
C -5.52 5.92 -0.63 0.854
O -5.40 6.04 0.56 -0.556
O -6.44 6.52 -1.39 -0.368
C -7.37 7.32 -0.67 -0.651
H -4.82 2.57 -0.88 0.318
H -3.48 2.55 0.27 0.304
H -4.98 3.40 0.66 0.304
H -2.99 4.16 -1.53 0.386
H -3.21 5.04 -0.03 0.205
H -6.86 8.04 -0.03 0.288
H -8.03 6.68 -0.07 0.296
H -7.97 7.85 -1.40 0.224
C 2.44 -6.43 7.20 -1.094
C 3.32 -5.35 6.60 -0.208
O 2.55 -4.40 5.87 -0.303
C 1.94 -3.47 6.60 0.700
O 1.99 -3.36 7.80 -0.565
O 1.24 -2.68 5.78 -0.238
C 0.48 -1.67 6.44 -0.675
H 1.83 -6.89 6.42 0.286
H 3.05 -7.21 7.67 0.359
H 1.77 -6.02 7.95 0.310
H 4.01 -5.79 5.89 0.296
H 3.91 -4.85 7.37 0.314
H 1.11 -1.08 7.11 0.305
H -0.35 -2.12 6.99 0.304
H 0.08 -1.01 5.67 0.206
C -2.27 8.01 -0.50 -0.980
C -1.10 7.84 0.44 -0.305
O -0.03 7.11 -0.18 -0.358
C 0.75 7.82 -0.99 0.771
O 0.66 8.99 -1.22 -0.554
O 1.67 6.99 -1.50 -0.336
C 2.56 7.60 -2.43 -0.639
H -2.59 7.04 -0.89 0.176
H -3.11 8.48 0.01 0.361
H -2.00 8.63 -1.36 0.379
H -1.41 7.25 1.31 0.321
H -0.74 8.80 0.81 0.369
H 3.02 8.49 -2.01 0.297
H 2.03 7.86 -3.35 0.290
H 3.33 6.87 -2.66 0.222

Entry 4:
19
Properties=species:S:1:pos:R:3:mulliken_charge:R:1 method="wB97M-V/def2-TZVPD" relative_energy_kj_mol=264.8 spin_multiplicity=1 total_energy_ha=-252.96223 smiles=CCC[C@@H](C)N
C 0.17 1.31 1.86 -1.350
C -0.94 0.25 1.30 -0.675
C -0.25 -0.72 0.40 -0.746
C -0.01 -0.22 -1.03 0.668
C 1.42 0.21 -1.30 -1.379
N -0.43 -1.45 -2.03 -0.672
H 0.00 2.06 1.21 0.346
H 1.15 0.98 1.88 0.427
H -0.15 1.63 2.77 0.410
H -1.67 -0.33 2.10 0.298
H -1.78 0.91 0.94 0.356
H 0.72 -0.99 0.87 0.202
H -0.95 -1.62 0.48 0.347
H -0.68 0.74 -1.31 0.289
H 1.46 1.20 -1.19 0.326
H 1.67 -0.15 -2.33 0.413
H 2.13 -0.37 -0.62 0.246
H -1.12 -1.20 -2.70 0.227
H -0.74 -2.25 -1.30 0.270

Entry 5:
15
Properties=species:S:1:pos:R:3:mulliken_charge:R:1 method="wB97M-V/def2-TZVPD" relative_energy_kj_mol=311.4 spin_multiplicity=1 total_energy_ha=-399.84697 smiles="C=COC1=NOCC1"
C -2.41 -0.36 -1.35 -0.642
C -1.72 0.75 -1.44 -0.028
O -0.43 0.88 -1.05 -0.348
C 0.25 0.22 -0.13 0.529
N -0.20 -0.76 0.58 -0.316
O 0.82 -1.23 1.46 -0.310
C 1.81 -0.17 1.53 -0.403
C 1.64 0.62 0.28 -0.445
H -3.42 -0.34 -1.79 0.245
H -2.02 -1.29 -0.92 0.287
H -2.12 1.61 -1.99 0.328
H 1.61 0.42 2.43 0.254
H 2.79 -0.67 1.64 0.250
H 2.28 0.33 -0.50 0.293
H 1.66 1.66 0.51 0.305

Entry 6:
32
Properties=species:S:1:pos:R:3:mulliken_charge:R:1 method="wB97M-V/def2-TZVPD" relative_energy_kj_mol=265.0 spin_multiplicity=1 total_energy_ha=-688.16145 smiles="CNCCNCC=O.O.O.O.O"
C -2.77 1.44 0.89 -0.851
N -2.04 1.58 -0.37 -0.378
C -0.67 2.11 -0.22 -0.529
C 0.35 1.23 -0.92 -0.513
N 1.17 0.40 0.02 -0.002
C 2.39 0.01 -0.72 -0.577
C 3.22 -1.03 -0.02 -0.103
O 2.81 -1.86 0.77 -0.497
H -2.20 1.57 1.82 0.283
H -3.54 2.20 0.98 0.309
H -3.35 0.51 0.91 0.244
H -2.12 0.71 -0.85 0.331
H -0.44 2.25 0.81 0.114
H -0.76 3.05 -0.79 0.316
H 1.02 1.87 -1.50 0.441
H -0.08 0.55 -1.67 0.302
H 0.70 -0.48 0.00 -0.134
H 3.06 0.80 -0.99 0.491
H 2.10 -0.34 -1.73 0.447
H 4.30 -1.00 -0.24 0.337
O 1.62 1.13 2.84 -0.689
H 1.24 2.01 2.75 0.296
H 1.78 0.93 1.89 0.313
O -2.04 -2.10 -0.12 -0.630
H -1.23 -2.27 0.38 0.424
H -2.82 -2.32 0.37 0.273
O 0.30 -3.05 0.88 -0.685
H 0.92 -2.29 0.90 0.424
H 0.53 -3.53 1.68 0.310
O -1.06 -1.04 -2.77 -0.627
H -1.29 -1.13 -1.83 0.255
H -1.10 -1.91 -3.14 0.304

Entry 7:
33
Properties=species:S:1:pos:R:3:mulliken_charge:R:1 method="wB97M-V/def2-TZVPD" relative_energy_kj_mol=518.0 spin_multiplicity=1 total_energy_ha=-840.68284 smiles=O.O.O.O.O.O.O.O.O.O.O
O -23.65 13.45 0.75 -0.568
H -22.79 13.11 0.86 0.330
H -23.70 14.43 1.03 0.401
O -23.45 16.35 0.64 -0.748
H -23.03 16.16 -0.32 0.286
H -22.83 16.52 1.45 0.361
O -21.39 12.57 -1.79 -0.528
H -21.67 13.50 -1.88 0.281
H -20.62 12.38 -2.19 0.197
O -24.45 13.78 -1.76 -0.568
H -23.61 13.61 -1.33 0.168
H -25.04 14.32 -1.34 0.389
O -25.81 16.72 1.89 -0.663
H -26.57 16.91 1.52 0.294
H -24.99 16.85 1.40 0.395
O -22.88 10.91 -1.09 -0.615
H -22.17 11.54 -1.10 0.336
H -22.51 10.00 -1.05 0.246
O -25.79 12.86 1.75 -0.786
H -24.85 13.27 1.67 0.380
H -26.36 13.42 1.20 0.397
O -21.62 15.72 2.69 -0.675
H -21.98 14.88 3.35 0.350
H -20.70 15.71 2.92 0.316
O -20.94 12.76 0.82 -0.618
H -20.52 11.84 0.85 0.292
H -21.15 12.94 -0.02 0.374
O -25.79 10.73 -0.04 -0.653
H -25.79 11.36 0.63 0.448
H -24.82 10.96 -0.13 0.269
O -26.41 14.72 -0.32 -0.722
H -26.25 15.12 0.52 0.244
H -26.27 15.53 -0.81 0.391

Entry 8:
94
Properties=species:S:1:pos:R:3:mulliken_spin:R:1 method="wB97M-V/def2-TZVPD" relative_energy_kj_mol=0.0 spin_multiplicity=2 total_energy_ha=-5572.36050 total_charge=+3
Ce 0.01 -0.12 -0.38 1.029
P 2.43 1.36 0.24 -0.003
P -1.72 2.22 -0.63 -0.003
P 0.92 1.19 -2.86 -0.005
H -0.63 -2.77 -1.49 0.001
C 0.27 -2.29 -1.94 0.000
C 1.47 -2.14 -1.26 0.010
H 1.63 -2.53 -0.24 0.003
C 2.93 0.94 1.96 -0.002
C 2.34 3.19 0.37 0.000
C 4.02 1.14 -0.64 0.000
C -3.29 1.66 -1.40 0.000
C -2.25 2.60 1.08 -0.002
C -1.50 3.89 -1.34 0.000
C 2.14 0.17 -3.76 0.000
C 1.61 2.87 -3.10 0.000
C -0.55 1.26 -3.95 -0.002
H 0.18 -2.14 -3.03 0.000
H 2.40 -1.84 -1.75 0.000
H 2.97 -0.15 2.10 0.000
H 2.21 1.34 2.68 -0.001
H 3.92 1.37 2.17 0.000
H 1.53 3.47 1.05 0.001
H 2.14 3.65 -0.61 0.000
H 3.29 3.59 0.77 0.000
H 4.25 0.07 -0.70 0.000
H 4.82 1.64 -0.08 0.000
H 3.99 1.54 -1.66 0.000
H -4.07 2.44 -1.34 0.000
H -3.64 0.77 -0.87 0.000
H -3.10 1.41 -2.45 0.000
H -3.03 3.37 1.10 0.000
H -1.38 2.97 1.66 0.001
H -2.62 1.69 1.57 0.000
H -2.36 4.54 -1.10 0.000
H -1.40 3.81 -2.43 0.000
H -0.59 4.33 -0.91 0.000
H 2.24 0.55 -4.79 0.000
H 1.83 -0.88 -3.80 0.000
H 3.12 0.22 -3.26 0.000
H 1.66 3.08 -4.18 0.000
H 2.62 2.93 -2.67 0.000
H 0.96 3.61 -2.63 0.000
H -0.26 1.56 -4.97 0.000
H -1.30 1.97 -3.57 0.001
H -1.03 0.27 -3.97 0.001
C -0.24 -2.59 -7.06 0.000
C -1.33 -2.60 -7.95 0.000
C -1.59 -3.74 -8.72 0.000
C -0.74 -4.85 -8.67 0.000
C 0.45 -4.76 -7.93 0.000
C 0.73 -3.62 -7.17 0.000
S 0.04 -1.29 -5.93 0.000
H -1.19 -1.12 -5.25 0.000
H -1.94 -1.71 -8.03 0.000
H -2.46 -3.77 -9.38 0.000
H -0.96 -5.77 -9.24 0.000
H 1.18 -5.58 -7.96 0.000
H 1.68 -3.49 -6.66 0.000
O -0.36 -0.38 1.68 -0.028
As -0.42 -0.39 3.46 -0.003
C -1.90 -1.48 3.94 0.000
C -2.74 -2.08 2.99 0.000
C -3.84 -2.81 3.44 0.000
C -4.09 -2.95 4.81 0.000
C -3.23 -2.38 5.75 0.000
C -2.12 -1.65 5.32 0.000
C 1.17 -1.29 4.03 0.000
C 1.46 -2.56 3.49 0.000
C 2.53 -3.29 4.01 0.000
C 3.31 -2.75 5.05 0.000
C 3.00 -1.50 5.60 0.000
C 1.91 -0.78 5.11 0.000
C -0.84 1.38 4.13 0.000
C -2.18 1.70 4.40 0.000
C -2.52 2.97 4.87 0.000
C -1.52 3.92 5.10 0.000
C -0.17 3.58 4.87 0.000
C 0.18 2.31 4.39 0.000
H -2.53 -1.96 1.92 0.000
H -4.51 -3.28 2.71 0.000
H -4.97 -3.51 5.16 0.000
H -3.40 -2.48 6.83 0.000
H -1.43 -1.19 6.03 0.000
H 0.81 -2.97 2.71 0.000
H 2.75 -4.28 3.61 0.000
H 4.15 -3.32 5.45 0.000
H 3.58 -1.08 6.42 0.000
H 1.60 0.17 5.57 0.000
H -2.95 0.94 4.24 0.000
H -3.57 3.20 5.06 0.000
H -1.79 4.91 5.48 0.000
H 0.62 4.30 5.10 0.000
H 1.22 2.03 4.26 0.000

Copy entry 7 word for word.
33
Properties=species:S:1:pos:R:3:mulliken_charge:R:1 method="wB97M-V/def2-TZVPD" relative_energy_kj_mol=518.0 spin_multiplicity=1 total_energy_ha=-840.68284 smiles=O.O.O.O.O.O.O.O.O.O.O
O -23.65 13.45 0.75 -0.568
H -22.79 13.11 0.86 0.330
H -23.70 14.43 1.03 0.401
O -23.45 16.35 0.64 -0.748
H -23.03 16.16 -0.32 0.286
H -22.83 16.52 1.45 0.361
O -21.39 12.57 -1.79 -0.528
H -21.67 13.50 -1.88 0.281
H -20.62 12.38 -2.19 0.197
O -24.45 13.78 -1.76 -0.568
H -23.61 13.61 -1.33 0.168
H -25.04 14.32 -1.34 0.389
O -25.81 16.72 1.89 -0.663
H -26.57 16.91 1.52 0.294
H -24.99 16.85 1.40 0.395
O -22.88 10.91 -1.09 -0.615
H -22.17 11.54 -1.10 0.336
H -22.51 10.00 -1.05 0.246
O -25.79 12.86 1.75 -0.786
H -24.85 13.27 1.67 0.380
H -26.36 13.42 1.20 0.397
O -21.62 15.72 2.69 -0.675
H -21.98 14.88 3.35 0.350
H -20.70 15.71 2.92 0.316
O -20.94 12.76 0.82 -0.618
H -20.52 11.84 0.85 0.292
H -21.15 12.94 -0.02 0.374
O -25.79 10.73 -0.04 -0.653
H -25.79 11.36 0.63 0.448
H -24.82 10.96 -0.13 0.269
O -26.41 14.72 -0.32 -0.722
H -26.25 15.12 0.52 0.244
H -26.27 15.53 -0.81 0.391

Repeat the seventh record exactly.
33
Properties=species:S:1:pos:R:3:mulliken_charge:R:1 method="wB97M-V/def2-TZVPD" relative_energy_kj_mol=518.0 spin_multiplicity=1 total_energy_ha=-840.68284 smiles=O.O.O.O.O.O.O.O.O.O.O
O -23.65 13.45 0.75 -0.568
H -22.79 13.11 0.86 0.330
H -23.70 14.43 1.03 0.401
O -23.45 16.35 0.64 -0.748
H -23.03 16.16 -0.32 0.286
H -22.83 16.52 1.45 0.361
O -21.39 12.57 -1.79 -0.528
H -21.67 13.50 -1.88 0.281
H -20.62 12.38 -2.19 0.197
O -24.45 13.78 -1.76 -0.568
H -23.61 13.61 -1.33 0.168
H -25.04 14.32 -1.34 0.389
O -25.81 16.72 1.89 -0.663
H -26.57 16.91 1.52 0.294
H -24.99 16.85 1.40 0.395
O -22.88 10.91 -1.09 -0.615
H -22.17 11.54 -1.10 0.336
H -22.51 10.00 -1.05 0.246
O -25.79 12.86 1.75 -0.786
H -24.85 13.27 1.67 0.380
H -26.36 13.42 1.20 0.397
O -21.62 15.72 2.69 -0.675
H -21.98 14.88 3.35 0.350
H -20.70 15.71 2.92 0.316
O -20.94 12.76 0.82 -0.618
H -20.52 11.84 0.85 0.292
H -21.15 12.94 -0.02 0.374
O -25.79 10.73 -0.04 -0.653
H -25.79 11.36 0.63 0.448
H -24.82 10.96 -0.13 0.269
O -26.41 14.72 -0.32 -0.722
H -26.25 15.12 0.52 0.244
H -26.27 15.53 -0.81 0.391